# 1
Density functional theory data (ωB97M-V/def2-TZVPD) for a cluster of 7 separate species, C30H63NO6 in total.

Structure (ORCA input):
```
! wB97M-V def2-TZVPD RIJCOSX def2/J DEFGRID3
* xyz 0 1
C 14.34935 -11.33950 -10.45194
C 13.34799 -10.62883 -9.53482
N 12.52297 -11.51640 -8.69948
C 13.27412 -12.43068 -7.87310
C 14.22433 -11.73148 -6.89920
C 11.52668 -12.22118 -9.51007
C 10.40166 -12.79564 -8.65806
H 14.87777 -10.57860 -11.03495
H 13.87856 -11.99080 -11.18857
H 15.09137 -11.91803 -9.90787
H 13.88186 -9.89931 -8.91918
H 12.67635 -9.97465 -10.09442
H 12.61313 -13.01843 -7.23237
H 13.80052 -13.19368 -8.46973
H 14.85441 -11.01049 -7.42285
H 13.66610 -11.16099 -6.15436
H 14.85422 -12.44198 -6.36629
H 12.00916 -12.98696 -10.13242
H 11.06434 -11.52051 -10.20896
H 9.66298 -13.31221 -9.27604
H 9.89072 -12.00806 -8.10727
H 10.76034 -13.55839 -7.96678
C 10.88247 -7.99306 -5.17035
C 11.56671 -6.92127 -4.35341
C 12.16944 -6.04103 -5.45554
O 12.65526 -6.97693 -6.40266
C 11.82242 -8.13732 -6.38523
H 9.85614 -7.71158 -5.40644
H 10.86850 -8.96809 -4.68636
H 12.30367 -7.35645 -3.67306
H 10.90266 -6.32046 -3.72791
H 12.94308 -5.32806 -5.17520
H 11.35022 -5.44055 -5.87808
H 12.48838 -8.98915 -6.22189
H 11.31425 -8.24274 -7.34702
C 7.84862 -5.41131 -6.06485
C 7.99634 -5.41056 -4.55515
C 8.63804 -4.05785 -4.26436
O 8.26318 -3.20396 -5.35006
C 7.52737 -3.95027 -6.32946
H 7.09553 -6.08800 -6.46334
H 8.80165 -5.63687 -6.55203
H 8.50269 -6.28430 -4.14416
H 7.01577 -5.39201 -4.06788
H 9.73058 -4.12126 -4.20308
H 8.31928 -3.61634 -3.31891
H 7.87412 -3.61030 -7.30543
H 6.46244 -3.72249 -6.21915
C 17.73486 -8.27946 -4.63951
C 16.48472 -8.44617 -5.52128
C 15.82788 -7.05304 -5.45573
O 16.75375 -6.18490 -4.81977
C 17.46090 -6.98571 -3.89304
H 18.63733 -8.20656 -5.24409
H 17.88062 -9.13810 -3.97967
H 15.74982 -9.17552 -5.19157
H 16.81630 -8.61579 -6.54501
H 14.89337 -7.07757 -4.87580
H 15.52282 -6.61680 -6.40716
H 16.82789 -7.11317 -3.00074
H 18.37084 -6.52002 -3.51134
C 10.16205 -10.44910 -0.98681
C 10.62800 -9.00096 -0.87313
C 9.49394 -8.29447 -1.63888
O 9.11382 -9.18423 -2.68908
C 9.59728 -10.49708 -2.41409
H 9.35871 -10.57565 -0.25507
H 10.89128 -11.23470 -0.79852
H 11.56977 -8.80221 -1.38626
H 10.65964 -8.72118 0.17862
H 9.78746 -7.33666 -2.06156
H 8.65667 -8.13882 -0.94886
H 10.43644 -10.68126 -3.08877
H 8.78475 -11.21972 -2.44211
C 14.27536 -5.64818 -9.12032
C 14.75831 -4.41986 -8.36804
C 15.14623 -3.42163 -9.46278
O 14.54472 -3.88237 -10.66024
C 14.46865 -5.28786 -10.60983
H 13.22288 -5.89005 -8.95917
H 14.75519 -6.59827 -8.87335
H 15.61732 -4.65521 -7.73611
H 13.98990 -4.02850 -7.70160
H 16.23555 -3.36760 -9.58338
H 14.83074 -2.40206 -9.24469
H 15.36117 -5.77517 -11.02284
H 13.62836 -5.63302 -11.21173
C 7.97231 -9.86865 -8.45059
C 7.56646 -9.57468 -9.88107
C 6.43597 -8.56901 -9.63292
O 6.90662 -7.74549 -8.56839
C 7.83297 -8.48345 -7.80103
H 9.01264 -10.19188 -8.38870
H 7.31416 -10.57976 -7.95434
H 7.15614 -10.42876 -10.42698
H 8.34377 -9.14427 -10.51115
H 5.53585 -9.09396 -9.28376
H 6.13855 -7.98036 -10.49946
H 7.61532 -8.59281 -6.73226
H 8.80844 -7.97716 -7.81551
*
```

Computed properties:
HOMO energy, eV: -8.5
DFT total energy, a.u.: -1686.92515
Structure (SMILES): CCN(CC)CC.C1CCOC1.C1CCOC1.C1CCOC1.C1CCOC1.C1CCOC1.C1CCOC1

***

# 2
Density functional theory data (ωB97M-V/def2-TZVPD) for a structure of composition C4H4O2Yb.

Structure (ORCA input):
```
! wB97M-V def2-TZVPD RIJCOSX def2/J DEFGRID3
* xyz 2 1
H 1.62541 -0.70781 -2.02482
O -0.99385 0.71854 1.88602
C 0.01160 1.29570 1.09842
C 0.20078 0.51102 -0.11797
C 0.43527 0.18110 -1.30559
H -1.09353 1.23180 2.69328
H 0.98741 1.33449 1.61509
H -0.23147 2.32806 0.78745
C 0.73210 -1.18451 -1.24113
O 0.07876 -2.16955 -1.61386
Yb -1.75247 -3.53882 -1.77689
*
```

Computed properties:
HOMO energy, eV: -16.7
DFT total energy, a.u.: -1463.11503

***

# 3
Density functional theory data (ωB97M-V/def2-TZVPD) for a structure of composition C18H30N2O3PS2V.

Structure (ORCA input):
```
! wB97M-V def2-TZVPD RIJCOSX def2/J DEFGRID3
* xyz 3 2
V 0.36269 0.09961 0.40376
C 2.52464 -1.13432 -4.53016
C 2.25497 -2.42863 -3.82810
O 1.04323 -2.26712 -2.92957
P 0.91435 -2.05843 -1.43211
S -0.86230 -1.09682 -1.03285
S 2.22010 -0.72552 -0.55862
O 0.99780 -3.36353 -0.62464
C 0.95780 -4.77046 -1.19805
C 0.78142 -5.72091 -0.05489
H 3.38635 -1.28057 -5.18414
H 2.77222 -0.33684 -3.82846
H 1.67835 -0.83608 -5.14623
H 3.07239 -2.77037 -3.19494
H 1.94769 -3.22744 -4.49458
H 1.90344 -4.90142 -1.71773
H 0.12984 -4.79159 -1.90266
H 1.56612 -5.59309 0.68972
H 0.85587 -6.73656 -0.44688
H -0.19566 -5.61109 0.41312
C 1.26977 -0.73315 2.95920
C 1.01403 -0.91742 4.49211
N -0.29665 -0.40909 4.84670
C -0.38916 1.00252 4.53095
C -0.23040 1.23536 2.98875
N 0.02676 -0.11310 2.35271
C -1.16440 -1.01757 2.60866
C -1.33438 -1.15491 4.15522
H 1.44694 -1.68670 2.46140
H 2.11130 -0.06478 2.76881
H 1.77590 -0.38293 5.05567
H 1.07689 -1.97290 4.74836
H 0.39131 1.54138 5.06456
H -1.35376 1.38760 4.85553
H 0.61322 1.88904 2.76491
H -1.13693 1.64699 2.54626
H -0.96350 -1.97677 2.13288
H -2.03845 -0.56220 2.14314
H -1.27591 -2.20380 4.43859
H -2.30979 -0.77596 4.45382
C -0.86716 3.07760 -1.69665
C 0.37711 2.80122 -0.94129
O 0.30296 1.70992 -0.14814
C 1.54016 3.55095 -0.95574
C 2.67451 3.23400 -0.14981
C 3.78577 4.02776 -0.18520
C 3.79937 5.15611 -1.02153
C 2.70682 5.49365 -1.82355
C 1.58486 4.70674 -1.79491
H -1.62562 2.32443 -1.51011
H -0.65467 3.10686 -2.76820
H -1.25617 4.05904 -1.41504
H 2.65830 2.37229 0.50210
H 4.64835 3.80130 0.42614
H 4.68107 5.78623 -1.04008
H 2.74571 6.36882 -2.45737
H 0.73756 4.96863 -2.41364
*
```

Computed properties:
⟨S²⟩: 0.787
HOMO energy (alpha / beta), eV: -17.1 / -17.1
DFT total energy, a.u.: -3119.92640

***

# 4
Density functional theory data (ωB97M-V/def2-TZVPD) for a structure of composition H18O9Pb.

Structure (ORCA input):
```
! wB97M-V def2-TZVPD RIJCOSX def2/J DEFGRID3
* xyz 2 1
Pb 0.14711 -0.05539 -0.10693
O -1.91489 -0.49139 1.12207
H -2.85989 -0.30839 1.20207
H -1.77289 -0.77039 2.03107
O -2.26289 1.45061 -0.91593
H -3.09089 1.93561 -0.83093
H -1.56889 2.11761 -0.91693
O 0.38811 -2.85939 0.39807
H 0.19711 -3.75839 0.19307
H 0.68911 -2.93239 1.28607
O 1.78111 -1.04239 -1.59193
H 2.67111 -1.15939 -1.94293
H 1.43211 -1.92839 -1.71693
O 0.41111 1.83761 -1.65393
H 0.43311 2.76361 -1.41393
H 1.06311 1.91961 -2.34793
O 0.57611 -0.73339 2.19407
H 1.28711 -0.40539 2.81007
H -0.09889 -0.99039 2.79907
O -1.10789 -1.16939 -1.74893
H -0.81489 -1.08239 -2.64093
H -1.87589 -1.79539 -1.70893
O 2.44111 0.96661 0.35607
H 3.05911 0.91061 -0.35493
H 2.39511 1.86561 0.71907
O -0.34289 1.89361 1.24907
H -1.33689 1.91861 1.41407
H 0.07611 1.90261 2.11807
*
```

Computed properties:
HOMO energy, eV: -16.6
DFT total energy, a.u.: -880.25520

***

# 5
Density functional theory data (ωB97M-V/def2-TZVPD) for a cluster of 7 separate species, C29H66IN2O11PS3 in total.

Structure (ORCA input):
```
! wB97M-V def2-TZVPD RIJCOSX def2/J DEFGRID3
* xyz 0 1
C -1.12373 2.99532 1.83081
P 0.23904 4.33325 1.89650
C -0.46368 6.10322 1.75617
C 1.67050 3.99894 0.67757
C 2.23752 5.37766 -0.03968
C 1.22645 5.99041 -1.19252
C 1.85494 6.00721 -2.70753
I 2.54081 4.06413 -3.44501
O 1.05466 3.16320 -0.40636
S 1.31573 1.45167 -0.27764
O 2.05869 0.76625 -1.49019
O 0.02600 0.54363 -0.21293
O 2.21283 1.59481 1.20548
C 2.85155 2.95264 1.23241
S 4.32562 2.63174 0.05936
C 3.66740 3.38672 2.60947
C 3.49320 2.30528 3.84582
S 1.75940 2.42335 4.54615
C 0.93423 0.74715 4.69352
N -0.41958 0.38445 4.05156
N -0.68321 -0.92625 4.43347
C 0.47324 -1.39681 5.30320
O 1.52075 -0.35579 5.47432
H -0.65177 1.91951 1.89932
H -1.77144 3.12011 2.82546
H -1.87694 3.13456 0.93744
H -1.20121 6.19183 0.82161
H 0.37697 6.92958 1.66264
H -1.16422 6.29467 2.70399
H 2.37951 6.19540 0.81802
H 3.28673 5.25957 -0.54410
H 1.05161 7.13081 -0.88568
H 0.14059 5.49900 -1.12794
H 2.71428 6.80465 -2.73857
H 0.98739 6.39263 -3.42729
H 4.80813 1.32238 0.29717
H 3.37612 4.48450 2.89869
H 4.83709 3.41043 2.37172
H 3.84937 1.21491 3.58039
H 4.23056 2.68540 4.70434
H 0.47263 -2.48223 5.78375
C 0.27539 2.68306 -7.64975
C -0.30588 2.91909 -6.26480
C -1.62887 2.19122 -6.08764
O -0.50566 4.31649 -6.06839
H -0.40024 3.05690 -8.42727
H 1.22117 3.22287 -7.76719
H 0.45554 1.61811 -7.82600
H 0.40563 2.57972 -5.50422
H -2.37207 2.54761 -6.80980
H -2.04155 2.38016 -5.09078
H -1.50589 1.11150 -6.21698
H -1.13624 4.62662 -6.73940
C 0.97846 -3.24298 -0.54230
C 2.28414 -3.83851 -1.04453
C 3.45288 -3.43833 -0.15832
O 2.52604 -3.39100 -2.37586
H 1.02024 -2.14799 -0.54570
H 0.14813 -3.52923 -1.19673
H 0.75578 -3.58091 0.47449
H 2.20280 -4.93046 -1.07559
H 3.58241 -2.35021 -0.14809
H 4.38769 -3.86387 -0.53883
H 3.30449 -3.78213 0.86999
H 2.59976 -2.42234 -2.35801
C -3.03236 -6.07780 1.19935
C -1.67799 -5.84116 1.84847
C -1.48364 -4.37655 2.20709
O -0.64726 -6.24882 0.95257
H -3.12597 -5.50702 0.26865
H -3.15329 -7.13393 0.93547
H -3.84742 -5.78863 1.86995
H -1.58983 -6.45587 2.75085
H -1.52234 -3.74540 1.31209
H -0.49979 -4.21904 2.66204
H -2.25219 -4.03632 2.90796
H -0.71773 -5.70823 0.14829
C -2.75622 -4.69732 -3.69749
C -3.57379 -4.22883 -2.50427
C -4.80610 -3.45569 -2.94603
O -2.76605 -3.39671 -1.67581
H -2.40246 -3.84538 -4.28895
H -1.86606 -5.24154 -3.36416
H -3.34504 -5.35277 -4.34658
H -3.87731 -5.09325 -1.90379
H -4.52503 -2.55969 -3.51088
H -5.37823 -3.11416 -2.07668
H -5.45647 -4.07387 -3.57255
H -2.49191 -2.62640 -2.20073
C -9.88508 -2.58884 0.22332
C -8.57941 -3.18437 -0.27892
C -7.41066 -2.78419 0.60729
O -8.33751 -2.73685 -1.61024
H -9.84330 -1.49384 0.21992
H -10.71541 -2.87508 -0.43112
H -10.10776 -2.92676 1.24011
H -8.66075 -4.27631 -0.30997
H -7.28114 -1.69607 0.61752
H -6.47585 -3.20972 0.22679
H -7.55906 -3.12799 1.63560
H -8.26378 -1.76819 -1.59239
C 8.85899 2.02144 4.11369
C 7.35587 1.98636 4.33965
C 6.83453 0.55873 4.37889
O 6.70400 2.69855 3.29128
H 9.12209 1.55999 3.15524
H 9.21829 3.05542 4.07540
H 9.39063 1.49510 4.91242
H 7.11308 2.49282 5.28011
H 7.02585 0.04538 3.42981
H 5.74968 0.54923 4.52974
H 7.30538 -0.01152 5.18559
H 6.91390 2.25587 2.45222
*
```

Computed properties:
HOMO energy, eV: -7.9
DFT total energy, a.u.: -3914.83375
Structure (SMILES): CP(C)[C@]1(CCCI)OS(=O)(=O)O[C@]1(S)CCSc1nnco1.CC(C)O.CC(C)O.CC(C)O.CC(C)O.CC(C)O.CC(C)O

***

# 6
Density functional theory data (ωB97M-V/def2-TZVPD) for a structure of composition C10H16N2PSeTc.

Structure (ORCA input):
```
! wB97M-V def2-TZVPD RIJCOSX def2/J DEFGRID3
* xyz 1 4
C 1.27151 1.03950 -0.88819
C 2.60225 0.45673 -0.86964
C 3.12059 0.42872 0.43801
C 2.08132 0.85011 1.32192
C 0.95891 1.35403 0.54530
Tc 0.67580 -0.68978 0.27040
P -0.69951 -1.13896 -1.47467
H 0.72279 1.44482 -1.71002
H 3.17881 0.18813 -1.75839
H 4.17390 0.24634 0.66778
H 0.23129 2.06687 0.86547
H 2.27223 0.90134 2.39442
H -1.50416 -2.30144 -1.77811
H -0.10486 -1.05714 -2.75680
H -1.61021 -0.06700 -1.65455
C -3.23349 -3.17974 0.68836
N -3.70925 -1.85122 0.34554
C -4.90452 -1.58858 -0.32828
C -5.01729 -0.23925 -0.43137
N -3.88497 0.32246 0.17537
C -3.65857 1.75243 0.30210
C -3.05359 -0.67970 0.61909
Se -1.42213 -0.57776 1.62755
H -4.07240 -3.77442 1.06245
H -2.47041 -3.05761 1.45610
H -2.81228 -3.68429 -0.18935
H -5.57559 -2.37572 -0.66197
H -5.81787 0.36550 -0.86067
H -3.38014 2.19611 -0.66168
H -4.58868 2.23506 0.63154
H -2.85711 1.89706 1.02833
*
```

Computed properties:
⟨S²⟩: 3.770
HOMO energy (alpha / beta), eV: -9.6 / -11.1
DFT total energy, a.u.: -3323.40328

***

Question: Which of these has the lowest DFT total energy?
Answer: C29H66IN2O11PS3

***

Question: The highest DFT total energy belongs to which entry?
Answer: H18O9Pb